Record 1
76
Properties=species:S:1:pos:R:3:forces:R:3 method="wB97M-V/def2-TZVPD" e_above_lowest_kj_mol=91.8 charge=+3
Pd -0.102723 0.079820 0.014329 0.333 0.811 2.789
C 0.657460 0.721378 5.526527 -0.095 0.102 0.075
S 0.020176 2.092029 4.526840 0.096 -0.246 -0.121
C -0.092233 1.480024 2.914637 -0.333 1.113 -0.301
S 0.415641 -0.107022 2.459550 0.070 -0.870 -1.604
N -0.564053 2.354058 2.083273 -0.059 0.245 0.870
N -0.658763 2.068625 0.802604 0.666 -1.565 -1.271
C -0.969805 2.968401 -0.061110 -0.120 -0.132 0.036
C -1.120548 2.591624 -1.452066 0.032 0.174 -0.146
C -1.641355 3.451926 -2.407677 0.050 -0.077 0.204
C -1.736454 3.009529 -3.721501 0.009 -0.035 -0.101
C -1.311334 1.729312 -4.037526 -0.015 0.039 0.056
C -0.807545 0.922917 -3.023789 0.064 0.119 -0.137
N -0.710668 1.350302 -1.765968 0.271 -1.222 -0.070
H 1.514059 1.098638 6.079929 0.050 -0.028 -0.069
H 0.958036 -0.119668 4.909207 0.057 -0.079 0.094
H -0.120847 0.430460 6.227407 0.009 -0.106 -0.050
H -1.117408 3.994558 0.258629 -0.111 -0.060 0.172
H -1.982498 4.437828 -2.120332 0.050 0.021 -0.016
H -2.132580 3.662102 -4.488326 -0.020 -0.005 0.003
H -1.364556 1.353127 -5.049639 0.013 -0.010 0.002
H -0.457048 -0.080139 -3.229948 -0.020 -0.008 -0.006
O 4.827877 6.268943 0.266596 -0.030 0.532 -0.017
C 5.326969 5.059633 0.069335 0.251 -0.821 -0.309
O 6.481277 4.845779 -0.150367 0.029 0.339 0.174
C 4.403360 3.864440 0.062959 -0.269 -0.185 0.074
C 4.821847 2.728783 0.778156 -0.091 0.695 -0.293
C 4.074175 1.580286 0.741540 -0.505 -0.390 -0.174
C 2.922727 1.524558 -0.067859 0.189 1.487 0.064
C 2.498445 2.669414 -0.773556 0.008 -0.831 0.151
C 3.239303 3.825382 -0.719174 0.454 0.158 0.420
N 2.191470 0.350175 -0.194325 -1.563 -0.947 0.054
C 2.768986 -0.791543 -0.306615 -0.186 0.143 -0.090
C 2.021229 -2.030976 -0.352515 0.271 -0.192 0.024
C 2.665296 -3.248790 -0.503182 -0.082 0.115 0.059
C 1.903391 -4.411319 -0.565543 -0.125 -0.058 -0.016
C 0.526624 -4.311044 -0.483627 0.106 0.142 0.065
C -0.048865 -3.051910 -0.320926 -0.282 -0.249 -0.039
N 0.679897 -1.946020 -0.255285 -0.657 1.016 -0.234
H 3.883766 6.292652 0.461724 0.018 -0.149 0.051
H 5.738663 2.772378 1.351075 -0.006 0.032 -0.013
H 4.378639 0.722263 1.327816 -0.042 -0.053 -0.004
H 1.620088 2.608979 -1.403820 0.018 -0.027 -0.008
H 2.933949 4.686779 -1.299604 0.047 0.037 0.018
H 3.849994 -0.864341 -0.412007 -0.017 0.218 -0.019
H 3.745054 -3.290811 -0.564895 -0.008 0.050 -0.009
H 2.379460 -5.376170 -0.679562 0.018 0.008 -0.016
H -0.108170 -5.184386 -0.540725 -0.030 0.020 0.017
H -1.122513 -2.943688 -0.246185 0.022 -0.020 -0.034
C -2.542390 -1.376953 5.039204 -0.145 0.053 -0.031
C -3.875527 -1.564408 4.313883 0.258 0.021 0.143
N -4.043207 -2.918967 3.804842 0.040 0.128 -0.305
C -4.445830 -3.959478 4.763611 -0.027 -0.453 0.032
C -3.393118 -5.032400 5.021312 0.000 0.183 -0.027
C -3.929651 -3.268623 2.508732 -0.153 -0.075 0.653
O -4.079299 -4.401053 2.087587 0.020 0.059 -0.199
C -3.659361 -2.209820 1.460593 -0.024 0.084 -0.271
C -4.555860 -2.130991 0.395619 0.014 0.043 -0.011
C -4.274395 -1.294628 -0.671687 0.060 0.006 0.158
C -3.084365 -0.589358 -0.667667 -0.082 0.158 -0.364
N -2.211465 -0.688750 0.339125 1.337 0.572 -0.399
C -2.495112 -1.468445 1.390531 0.237 -0.160 0.355
H -2.443594 -0.339513 5.365998 0.001 -0.012 0.016
H -1.699585 -1.629085 4.390069 0.023 -0.007 0.011
H -2.487100 -2.015031 5.920713 0.031 -0.014 -0.005
H -3.966128 -0.848389 3.498105 -0.079 -0.004 -0.010
H -4.687026 -1.360022 5.013003 -0.072 0.024 -0.104
H -5.356303 -4.435601 4.392546 0.020 0.085 -0.035
H -4.699783 -3.454358 5.693912 0.015 0.084 -0.029
H -3.261465 -5.680098 4.159534 -0.017 0.024 -0.070
H -3.722481 -5.649229 5.856655 0.080 0.013 0.023
H -2.430914 -4.579744 5.269283 -0.005 -0.053 0.103
H -5.454744 -2.734189 0.408312 0.012 -0.032 0.005
H -4.950250 -1.206105 -1.510606 0.008 0.054 0.000
H -2.823304 0.054651 -1.495954 0.006 -0.035 0.057
H -1.748434 -1.522687 2.171970 -0.092 0.005 0.001

Record 2
9
Properties=species:S:1:pos:R:3:forces:R:3 method="wB97M-V/def2-TZVPD" smiles="C[C@@H]1SC1=O" e_above_lowest_kj_mol=110.4 charge=0
C -0.523500 -1.296222 0.549238 -1.332 0.607 -1.630
C 0.088899 -0.417138 -0.359692 0.869 2.016 -1.584
C 0.367412 1.077715 0.017450 2.602 -2.792 0.660
O -0.545278 -1.935895 1.503420 0.788 -1.959 3.136
S -1.758138 -0.811282 -0.621904 0.099 0.307 -0.543
H 0.705880 -0.812690 -1.215196 -0.552 0.318 1.202
H -0.228710 1.444218 0.840127 -0.133 0.248 -0.223
H 0.409595 1.560195 -0.890978 -1.318 1.723 -1.943
H 1.483839 1.191098 0.177537 -1.023 -0.467 0.925

Record 3
17
Properties=species:S:1:pos:R:3:forces:R:3 method="wB97M-V/def2-TZVPD" smiles=CN[C@@H](C)CS e_above_lowest_kj_mol=249.3 charge=0
C 1.499834 -1.303916 1.632320 0.130 2.193 -3.196
N 1.196168 -0.556582 0.176887 1.136 -1.458 1.844
C -0.117572 0.193223 -0.021731 -0.107 -0.388 0.276
C -0.988462 -0.275727 -1.192599 -2.151 -2.104 4.384
S -2.751393 0.209646 -0.783467 0.469 0.582 0.459
C 0.061451 1.784457 -0.277256 -0.473 -1.126 2.167
H 1.258160 -0.621162 2.429162 -0.846 -0.215 0.289
H 2.569328 -1.453620 1.745810 0.334 0.313 -0.551
H 1.110695 -2.292140 1.562961 -1.058 -0.504 0.644
H 1.527892 -1.333460 -0.448518 -1.320 1.585 0.085
H -0.700472 -0.042692 0.944296 0.771 0.993 -1.244
H -1.243049 -1.333158 -1.038693 1.414 -0.106 -1.286
H -0.577259 0.144307 -2.018874 0.609 0.461 -3.028
H -3.206782 0.518193 -1.974649 -0.134 0.148 -0.763
H -0.927293 2.290592 0.038313 1.768 -0.634 -0.650
H 0.451782 2.164641 -1.254286 -0.520 -0.880 0.627
H 0.836974 1.907406 0.480324 -0.022 1.138 -0.057

Record 4
21
Properties=species:S:1:pos:R:3:forces:R:3 method="wB97M-V/def2-TZVPD" smiles=CCCCCOC e_above_lowest_kj_mol=70.1 charge=0
C -3.476483 -0.217217 -0.756379 -0.044 0.007 -0.032
C -2.274338 -0.316200 0.180107 0.009 -0.001 0.045
C -0.950649 -0.059753 -0.538771 0.006 0.030 -0.077
C 0.268536 -0.134309 0.372096 -0.017 -0.053 0.049
C 1.565057 0.123982 -0.376816 -0.331 -0.423 0.109
O 2.626407 0.113424 0.545778 -0.013 0.062 -0.100
C 3.816775 0.441261 -0.114318 0.505 -0.161 0.141
H -4.415543 -0.402575 -0.224449 0.129 0.024 -0.082
H -3.401730 -0.947695 -1.570875 -0.009 0.100 0.120
H -3.539868 0.779037 -1.210663 0.014 -0.145 0.070
H -2.387740 0.404597 1.001315 0.036 -0.092 -0.109
H -2.251634 -1.310993 0.646594 0.027 0.144 -0.074
H -0.836662 -0.787791 -1.355442 -0.042 0.106 0.084
H -0.978619 0.932905 -1.009775 -0.066 -0.113 0.016
H 0.323022 -1.125477 0.841817 0.040 0.121 -0.092
H 0.179971 0.585225 1.196162 0.019 -0.016 -0.168
H 1.729295 -0.654954 -1.143097 -0.065 0.054 0.097
H 1.561813 1.081218 -0.912060 -0.219 0.136 0.052
H 4.111801 -0.341671 -0.831541 -0.041 0.083 0.106
H 4.595982 0.540338 0.646192 -0.062 0.040 -0.194
H 3.704325 1.378853 -0.668590 0.123 0.097 0.041

Record 5
137
Properties=species:S:1:pos:R:3:forces:R:3 method="wB97M-V/def2-TZVPD" smiles="CO[C@](C[C@@H](C)O)(C(=O)NC(=O)F)[C@@](Br)(CCCI)OCCCO[Si](C)(C)C.O=S1(=O)OCCO1.O=S1(=O)OCCO1.O=S1(=O)OCCO1.O=S1(=O)OCCO1.O=S1(=O)OCCO1.O=S1(=O)OCCO1.O=S1(=O)OCCO1" e_above_lowest_kj_mol=0.0 charge=0
C 6.002380 0.348908 0.328426 0.313 -1.112 0.551
O 4.829528 0.279701 -0.467926 0.228 0.625 -0.323
C 4.197722 1.515207 -0.741546 -0.554 0.259 0.504
C 5.101294 2.672287 -1.268116 0.673 0.013 0.246
C 6.258888 2.318436 -2.264114 1.279 0.507 -0.097
C 7.684715 2.425298 -1.596926 -0.230 -0.548 0.189
O 6.201748 1.035106 -2.888692 -0.174 0.206 -0.083
C 3.617686 2.034579 0.654662 0.094 -0.958 -0.699
O 3.420304 3.172564 0.815291 -0.222 2.484 0.262
N 3.372777 1.152948 1.800008 0.260 -1.295 -0.443
C 2.354242 0.218724 1.633677 2.747 -0.934 0.588
O 1.232319 0.406421 1.540015 -3.477 0.821 -0.521
F 2.777622 -1.116639 1.644947 0.682 0.554 0.337
C 2.911086 1.222117 -1.653946 0.032 -1.999 0.978
Br 3.152254 1.815241 -3.532695 -0.260 0.321 0.315
C 2.621974 -0.329172 -1.742221 -0.283 0.484 -1.005
C 3.472182 -1.101796 -2.789973 -0.147 -1.572 0.153
C 2.624511 -1.486293 -4.059825 -0.564 0.795 1.057
I 3.767974 -1.463022 -5.878917 -0.360 -0.222 0.401
O 1.773683 1.737405 -1.008013 0.658 0.516 -1.201
C 1.304210 3.017680 -1.417777 -1.808 1.586 0.661
C 0.119236 2.956481 -2.453782 0.615 -1.483 0.233
C -1.258529 3.244308 -1.815486 0.381 0.468 -0.644
O -1.677175 2.231970 -0.903957 -0.502 0.147 -0.629
Si -3.249399 1.661463 -1.183457 -0.899 -1.095 0.969
C -3.311342 0.274094 -2.509573 0.207 0.171 0.270
C -4.515363 3.018130 -1.582501 0.150 0.063 -0.496
C -3.862619 0.820314 0.418481 0.159 0.542 -0.451
H 6.227059 1.330983 0.784802 -0.149 -0.260 -0.494
H 5.873636 -0.371232 1.173613 0.034 0.429 -0.476
H 6.859031 -0.033023 -0.259388 -0.367 0.504 0.265
H 5.578493 3.141300 -0.381780 -0.285 -0.249 -0.543
H 4.504750 3.489762 -1.717251 -0.026 -0.727 0.356
H 6.265287 3.086815 -3.067776 -0.302 -0.347 0.525
H 7.671957 3.015082 -0.659347 0.101 0.012 -0.673
H 8.044657 1.414764 -1.310061 -0.336 0.532 -0.254
H 8.430544 2.814043 -2.314510 -0.428 -0.001 0.415
H 6.049642 1.162571 -3.835762 -0.093 -0.119 0.296
H 4.215884 0.769767 2.218446 -0.075 -0.098 -0.382
H 1.561543 -0.377911 -2.078551 0.572 0.101 0.324
H 2.647469 -0.822786 -0.757907 0.193 0.488 -0.365
H 3.717783 -2.086778 -2.326381 0.113 0.656 -0.217
H 4.443830 -0.652194 -3.045128 -0.604 0.104 0.213
H 1.812059 -0.741874 -4.187617 0.658 -0.322 -0.244
H 2.097669 -2.442773 -3.871529 0.627 0.317 -0.540
H 2.084178 3.749296 -1.701600 -0.059 -0.788 -0.044
H 0.835431 3.464565 -0.509170 0.528 -0.459 -0.321
H 0.324067 3.554995 -3.363502 -0.241 -0.010 0.640
H 0.096333 1.896130 -2.802523 -0.071 0.651 0.084
H -1.187702 4.213708 -1.268173 -0.304 -0.449 -0.397
H -1.987567 3.328838 -2.657032 0.388 0.303 0.541
H -4.262883 0.326496 -3.067985 0.744 0.142 -0.004
H -3.347858 -0.703576 -1.978774 0.280 0.577 -0.286
H -2.423292 0.311681 -3.169920 -0.547 -0.166 0.111
H -4.598377 3.110152 -2.690488 0.054 0.273 0.674
H -5.501370 2.661515 -1.240130 0.599 0.225 0.019
H -4.316348 3.997438 -1.112509 0.045 -0.439 -0.329
H -4.254536 1.592382 1.117185 0.452 -0.537 -0.162
H -3.050556 0.219026 0.865365 -0.475 0.319 0.029
H -4.717609 0.155910 0.180792 0.566 0.308 0.064
C 3.802542 -4.197241 3.839018 -0.359 0.470 -0.079
C 4.954295 -3.656464 3.018409 0.031 -0.428 -0.443
O 5.893702 -3.170450 3.983078 -0.332 -0.022 0.527
S 5.811881 -4.082310 5.309755 -0.276 0.029 -0.496
O 6.844585 -5.052966 5.255411 -0.037 0.015 0.265
O 5.625792 -3.230145 6.427385 0.218 -0.045 0.024
O 4.415214 -4.815136 4.975901 0.524 0.040 -0.127
H 3.156484 -3.391224 4.194555 0.002 -0.003 -0.065
H 3.206359 -4.921019 3.287522 0.111 -0.144 0.167
H 4.645586 -2.858978 2.345758 0.114 0.142 0.182
H 5.438830 -4.449648 2.443379 -0.059 0.007 -0.013
C -3.347376 -0.494206 5.490419 -0.200 0.231 0.396
C -4.083171 -1.815570 5.563821 0.167 -0.151 0.041
O -5.227450 -1.639271 4.714934 0.058 0.743 -0.161
S -4.845982 -0.643384 3.500056 0.316 -0.139 -0.041
O -4.516132 -1.413274 2.351931 -1.207 2.817 -0.461
O -5.812026 0.400276 3.468580 -0.112 -0.194 -0.072
O -3.480212 -0.063927 4.130942 -0.294 -0.467 -0.288
H -3.818336 0.256436 6.130603 0.038 -0.025 0.033
H -2.299358 -0.588127 5.757105 0.014 0.091 -0.267
H -4.384926 -2.068170 6.575008 -0.425 0.256 -0.538
H -3.480667 -2.626661 5.153866 0.016 0.112 0.182
C -0.576510 -4.362507 8.838087 0.554 0.075 0.215
C -1.296145 -4.000721 10.120794 -0.295 -0.526 0.055
O -1.784456 -2.673831 9.901367 0.274 0.213 -0.544
S -2.142288 -2.488845 8.343219 0.397 -0.743 0.678
O -3.538194 -2.698609 8.177969 0.392 0.047 0.313
O -1.478754 -1.333014 7.862446 -0.287 0.135 0.019
O -1.373536 -3.792840 7.794168 -0.480 0.209 0.245
H 0.415721 -3.907560 8.796976 -0.014 -0.031 0.027
H -0.486473 -5.438303 8.703916 -0.168 0.061 -0.191
H -0.641538 -4.029993 10.988579 -0.039 0.279 -0.022
H -2.155249 -4.654109 10.291860 0.056 -0.028 0.008
C -3.877506 -6.655644 3.351190 -0.189 -0.380 -0.270
C -2.849781 -6.174463 2.344982 0.384 0.059 0.334
O -3.483075 -5.090228 1.665173 -0.524 -0.154 0.166
S -4.474333 -4.325795 2.684660 0.413 -0.276 0.032
O -3.802642 -3.194863 3.205484 0.841 -2.970 0.473
O -5.754246 -4.242422 2.084451 0.076 0.129 -0.002
O -4.511790 -5.469801 3.831055 0.291 0.224 -0.201
H -4.636468 -7.280249 2.873546 0.058 -0.029 -0.007
H -3.424646 -7.203633 4.175298 -0.075 0.191 0.108
H -2.561815 -6.951629 1.640439 -0.132 0.158 -0.161
H -1.957191 -5.787283 2.843860 0.001 -0.074 0.021
C -5.015611 7.606047 -1.310157 0.410 0.271 0.191
C -5.298441 8.482670 -2.512969 -0.546 0.074 0.092
O -4.708102 7.790402 -3.614899 0.335 -0.353 0.281
S -4.799930 6.199194 -3.356558 -0.155 0.323 0.350
O -5.931006 5.697841 -4.048290 0.162 -0.201 -0.007
O -3.502738 5.647940 -3.506968 -0.067 0.013 -0.243
O -5.159118 6.266268 -1.785674 -0.195 0.217 -0.500
H -3.989385 7.735234 -0.957492 -0.030 0.044 0.004
H -5.705797 7.793849 -0.490201 -0.066 -0.236 -0.066
H -4.871871 9.478224 -2.412790 0.159 -0.098 -0.193
H -6.372279 8.564744 -2.699898 0.014 0.033 0.067
C -9.136969 -0.808814 -1.897694 -0.099 -0.064 0.575
C -9.678196 0.599101 -2.044672 -0.350 -0.120 -0.427
O -8.518779 1.435179 -2.057752 0.400 -0.372 0.167
S -7.297858 0.640816 -2.748150 -0.564 -0.184 0.178
O -7.211850 1.035812 -4.107182 0.277 -0.083 0.041
O -6.184982 0.684409 -1.870346 -0.430 -0.131 -0.229
O -7.947683 -0.833249 -2.691284 -0.061 0.500 -0.246
H -8.860969 -1.021758 -0.862197 -0.040 0.011 -0.012
H -9.841540 -1.561247 -2.246004 0.183 -0.018 -0.179
H -10.342157 0.877333 -1.229428 0.218 0.157 0.062
H -10.199123 0.726670 -2.997181 -0.034 -0.042 0.039
C 8.726559 -1.345695 -8.500446 0.096 -0.333 -0.424
C 8.817786 -0.032973 -9.251749 0.390 0.238 0.340
O 7.459509 0.363768 -9.457186 -0.280 -0.490 0.138
S 6.564343 -0.141673 -8.215439 0.563 -0.071 -0.102
O 6.413935 0.933231 -7.301880 -0.200 -0.124 0.055
O 5.460738 -0.869776 -8.727096 -0.101 0.215 0.049
O 7.630170 -1.180813 -7.597794 -0.096 0.542 -0.090
H 8.492358 -2.172994 -9.174597 0.042 0.024 -0.006
H 9.638678 -1.573075 -7.952607 -0.162 0.044 0.191
H 9.336213 -0.132161 -10.202656 -0.255 0.044 -0.090
H 9.308270 0.735764 -8.649197 0.047 -0.051 -0.017